No. 1
165
Properties=species:S:1:pos:R:3 method="wB97M-V/def2-TZVPD" de_lowest_kj_mol=46.60 gap_ev=10.62 energy_ha=-8172.9862 smiles="CCOS(C)(=O)=O.CCOS(C)(=O)=O.CCOS(C)(=O)=O.CCOS(C)(=O)=O.CCOS(C)(=O)=O.CCOS(C)(=O)=O.CCOS(C)(=O)=O.CCOS(C)(=O)=O.CCOS(C)(=O)=O.CCOS(C)(=O)=O.CCOS(C)(=O)=O" e_homo_ev=-10.6
C -4.41 0.57 -2.54
C -4.22 2.05 -2.34
O -5.44 2.76 -2.63
S -5.66 4.17 -1.96
C -6.67 4.90 -3.22
O -6.50 3.97 -0.83
O -4.41 4.86 -1.82
H -5.35 0.25 -2.08
H -3.58 0.04 -2.08
H -4.50 0.36 -3.61
H -3.79 2.31 -1.37
H -3.47 2.39 -3.06
H -6.24 4.62 -4.18
H -6.62 5.98 -3.14
H -7.64 4.46 -3.03
C -1.39 -2.41 0.96
C -0.50 -1.19 0.88
O -0.98 -0.35 -0.16
S -0.74 1.22 -0.14
C 1.01 1.24 -0.13
O -1.30 1.70 -1.35
O -1.24 1.68 1.11
H -1.16 -3.19 0.24
H -2.43 -2.10 0.95
H -1.37 -2.92 1.93
H -0.51 -0.70 1.86
H 0.52 -1.51 0.67
H 1.33 1.09 0.90
H 1.29 2.25 -0.43
H 1.44 0.54 -0.85
C 3.26 2.14 5.50
C 2.77 3.56 5.25
O 2.40 3.76 3.89
S 0.89 4.12 3.54
C 0.05 2.68 4.11
O 0.52 5.25 4.30
O 0.84 4.11 2.12
H 2.47 1.38 5.51
H 3.83 2.11 6.44
H 3.97 1.81 4.74
H 1.92 3.72 5.91
H 3.56 4.22 5.62
H -1.02 2.86 4.03
H 0.27 2.46 5.15
H 0.33 1.82 3.52
C -7.40 -5.73 1.79
C -5.92 -5.84 1.62
O -5.56 -5.44 0.27
S -4.95 -3.99 0.04
C -6.02 -3.53 -1.31
O -5.19 -3.11 1.14
O -3.63 -4.14 -0.50
H -7.75 -6.01 2.78
H -7.92 -6.34 1.05
H -7.81 -4.72 1.63
H -5.43 -5.19 2.34
H -5.52 -6.83 1.81
H -5.56 -2.71 -1.84
H -6.97 -3.32 -0.83
H -6.07 -4.39 -1.97
C 4.24 3.30 0.69
C 5.18 2.74 1.73
O 6.49 2.41 1.18
S 7.75 3.07 1.87
C 7.57 4.78 1.38
O 7.59 3.02 3.29
O 8.90 2.52 1.25
H 3.86 2.56 -0.01
H 4.67 4.12 0.11
H 3.44 3.72 1.30
H 5.28 3.50 2.50
H 4.80 1.83 2.19
H 7.09 4.80 0.40
H 8.56 5.21 1.40
H 6.94 5.26 2.13
C 3.40 -0.54 2.76
C 4.70 -1.24 2.46
O 5.14 -2.07 3.56
S 6.06 -1.42 4.65
C 7.49 -0.90 3.72
O 5.44 -0.25 5.21
O 6.45 -2.47 5.52
H 3.17 0.21 1.99
H 3.19 -0.15 3.75
H 2.59 -1.27 2.59
H 4.58 -1.83 1.55
H 5.51 -0.55 2.23
H 8.27 -0.86 4.48
H 7.37 0.09 3.30
H 7.68 -1.68 2.98
C -4.00 0.36 1.42
C -4.38 1.81 1.69
O -5.78 1.96 1.37
S -6.77 2.40 2.50
C -6.27 4.08 2.76
O -8.06 2.33 1.91
O -6.50 1.68 3.70
H -4.71 -0.35 1.84
H -3.04 0.19 1.90
H -3.84 0.25 0.35
H -4.24 2.04 2.75
H -3.76 2.50 1.11
H -6.16 4.58 1.80
H -5.35 4.03 3.34
H -7.07 4.54 3.33
C -1.63 -10.82 -1.88
C -1.18 -9.43 -1.50
O -1.57 -8.57 -2.58
S -1.01 -7.10 -2.69
C -2.08 -6.20 -1.60
O 0.33 -7.03 -2.22
O -1.33 -6.70 -4.02
H -2.70 -10.94 -1.73
H -1.19 -11.58 -1.23
H -1.33 -11.06 -2.90
H -1.61 -9.07 -0.56
H -0.11 -9.37 -1.30
H -2.17 -6.76 -0.67
H -3.06 -6.15 -2.07
H -1.61 -5.24 -1.48
C -1.08 4.42 -3.68
C -0.74 5.85 -3.34
O -1.88 6.45 -2.70
S -1.88 8.01 -2.50
C -3.62 8.11 -2.28
O -1.19 8.29 -1.29
O -1.48 8.66 -3.71
H -0.48 4.08 -4.54
H -2.10 4.34 -4.05
H -0.85 3.68 -2.93
H 0.11 5.84 -2.65
H -0.42 6.44 -4.20
H -3.83 7.61 -1.33
H -4.01 7.41 -3.02
H -4.07 9.09 -2.33
C 1.42 -4.87 -5.23
C 1.49 -3.39 -4.89
O 1.62 -3.27 -3.45
S 1.08 -1.99 -2.74
C -0.65 -2.35 -2.69
O 1.58 -2.01 -1.41
O 1.28 -0.85 -3.58
H 2.39 -5.36 -5.13
H 1.06 -4.98 -6.26
H 0.79 -5.33 -4.47
H 2.30 -2.86 -5.37
H 0.54 -2.93 -5.19
H -0.99 -2.74 -3.64
H -1.18 -1.43 -2.45
H -0.85 -3.02 -1.87
C 4.54 -0.97 -2.46
C 5.15 -0.04 -1.44
O 5.82 -0.71 -0.34
S 7.22 -1.40 -0.60
C 8.28 0.00 -0.46
O 7.47 -2.25 0.51
O 7.26 -1.91 -1.92
H 4.23 -1.90 -1.97
H 5.19 -1.26 -3.29
H 3.63 -0.47 -2.80
H 5.82 0.74 -1.82
H 4.32 0.47 -0.94
H 9.30 -0.37 -0.61
H 8.17 0.38 0.55
H 8.14 0.75 -1.22

No. 2
156
Properties=species:S:1:pos:R:3 method="wB97M-V/def2-TZVPD" gap_ev=6.99 energy_ha=-7619.2025 total_charge=+1 e_homo_ev=-9.7
C 3.76 2.50 0.90
C 2.45 2.83 1.72
O 1.33 3.14 0.87
C 0.11 2.65 1.37
N -0.64 1.85 0.33
C -2.08 2.10 0.61
C -3.07 1.08 -0.06
C -4.20 0.81 1.04
O -5.05 -0.26 0.68
C -6.23 -0.26 1.51
O -7.27 0.25 0.70
C -8.21 1.06 1.45
C -8.27 2.46 0.69
O -9.32 3.27 1.23
B -3.82 1.62 -1.38
O -3.96 3.00 -1.73
O -4.44 0.69 -2.27
C -2.31 -0.27 -0.29
N -1.33 -0.43 0.86
C -0.29 0.46 0.55
N 0.99 0.19 0.44
Cl 1.58 -1.38 0.71
H 3.73 1.44 0.54
H 4.59 2.54 1.65
H 3.95 3.24 0.08
H 2.29 1.95 2.40
H 2.68 3.70 2.41
H -0.55 3.54 1.56
H 0.18 2.12 2.35
H -2.26 2.15 1.73
H -2.35 3.12 0.23
H -3.66 0.58 2.00
H -4.73 1.79 1.19
H -6.45 -1.32 1.76
H -6.00 0.38 2.40
H -7.90 1.29 2.51
H -9.21 0.55 1.40
H -8.44 2.21 -0.40
H -7.26 2.95 0.73
H -9.90 3.46 0.48
H -4.85 3.25 -1.43
H -3.77 0.25 -2.82
H -2.97 -1.16 -0.42
H -1.69 -0.20 -1.23
H -1.06 -1.42 0.81
H 1.68 0.90 0.18
C -5.12 -4.43 -3.09
S -4.94 -2.68 -2.72
O -3.49 -2.43 -2.43
C -5.81 -2.74 -1.15
H -4.62 -4.64 -4.03
H -4.67 -5.03 -2.30
H -6.18 -4.67 -3.19
H -5.31 -3.45 -0.48
H -6.84 -3.04 -1.32
H -5.78 -1.75 -0.70
C 8.16 4.26 -0.08
S 8.28 3.29 1.44
O 6.98 2.57 1.60
C 8.27 4.70 2.56
H 8.12 3.58 -0.92
H 7.26 4.88 -0.06
H 9.04 4.90 -0.17
H 7.36 5.28 2.41
H 9.15 5.32 2.38
H 8.29 4.32 3.58
C 1.24 4.41 -1.79
S 2.39 4.18 -3.16
O 3.77 4.17 -2.59
C 2.13 5.81 -3.90
H 1.27 3.51 -1.17
H 1.54 5.27 -1.20
H 0.23 4.54 -2.18
H 2.37 6.58 -3.17
H 1.09 5.90 -4.22
H 2.79 5.90 -4.76
C -10.06 -6.08 0.63
S -8.91 -4.83 0.03
O -7.91 -5.51 -0.85
C -8.11 -4.54 1.62
H -10.65 -6.43 -0.22
H -9.51 -6.91 1.07
H -10.73 -5.63 1.37
H -7.69 -5.47 2.00
H -8.84 -4.15 2.33
H -7.32 -3.81 1.48
C 7.25 6.26 -4.11
S 8.14 7.71 -3.51
O 9.14 7.23 -2.51
C 6.75 8.41 -2.59
H 7.94 5.65 -4.69
H 6.87 5.68 -3.27
H 6.42 6.58 -4.75
H 6.41 7.69 -1.84
H 5.95 8.65 -3.28
H 7.10 9.31 -2.09
C 5.07 -3.44 -0.64
S 3.70 -4.54 -0.22
O 4.28 -5.71 0.50
C 3.36 -5.05 -1.91
H 5.48 -3.02 0.29
H 5.85 -4.00 -1.16
H 4.71 -2.62 -1.27
H 4.25 -5.51 -2.35
H 3.05 -4.18 -2.50
H 2.55 -5.78 -1.89
C -4.33 -0.64 -5.57
S -2.53 -0.58 -5.57
O -2.13 0.86 -5.69
C -2.31 -1.34 -7.18
H -4.69 -0.17 -4.66
H -4.72 -0.10 -6.43
H -4.66 -1.68 -5.60
H -2.83 -0.76 -7.94
H -2.70 -2.36 -7.16
H -1.24 -1.37 -7.41
C 13.10 1.13 3.89
S 12.11 2.08 2.71
O 11.02 2.75 3.49
C 11.39 0.65 1.89
H 13.62 1.83 4.54
H 12.46 0.49 4.48
H 13.83 0.53 3.34
H 10.85 0.03 2.62
H 12.18 0.07 1.42
H 10.70 1.00 1.13
C -9.27 4.30 4.51
S -7.97 3.07 4.71
O -8.49 1.77 4.17
C -8.08 2.97 6.51
H -9.40 4.48 3.44
H -10.20 3.92 4.93
H -8.98 5.22 5.00
H -9.09 2.68 6.81
H -7.83 3.94 6.94
H -7.37 2.22 6.86
C -6.04 -9.92 2.35
S -6.98 -8.97 1.14
O -8.16 -8.38 1.84
C -7.56 -10.39 0.20
H -5.61 -9.22 3.07
H -6.71 -10.61 2.87
H -5.24 -10.46 1.85
H -8.13 -11.06 0.86
H -6.71 -10.92 -0.23
H -8.21 -10.03 -0.60
C 10.93 -3.37 1.59
S 12.73 -3.38 1.44
O 13.16 -1.97 1.22
C 12.78 -4.21 -0.16
H 10.66 -2.86 2.51
H 10.49 -2.85 0.74
H 10.56 -4.40 1.62
H 12.22 -3.63 -0.90
H 12.35 -5.21 -0.07
H 13.82 -4.30 -0.47

Number 1: LUMO energy 0.002 Ha. Number 2: LUMO energy -0.098 Ha.